Molecular formula: C24H21FN2O2S
Method: DFT, ωB97M-V/def2-TZVPD

Element x y z (Å)
1 H 6.89662 0.29575 -0.01260
2 C -1.08785 1.14966 0.87014
3 C -5.21355 -0.14328 0.15106
4 C -3.48560 -1.56996 -1.49366
5 N 2.99404 1.14826 -0.74188
6 H 0.60827 3.86623 -1.30414
7 H 4.81802 1.78046 -0.03080
8 F -5.00310 -3.37042 -1.44835
9 C 4.47976 -2.68247 0.01834
10 C 4.88762 -0.34675 -0.34570
11 C 2.39918 2.19280 -0.13173
12 H -2.51426 -1.42186 3.60009
13 H 0.89177 0.47757 1.28194
14 H -3.22174 -2.00809 2.08720
15 C 0.90081 2.14659 -0.06237
16 C -1.24742 3.07276 -0.58775
17 H -1.86118 3.80184 -1.09411
18 C 4.43458 1.03639 -0.73425
19 N -1.71785 0.18760 1.65974
20 H 7.71731 -1.94190 0.61193
21 C 5.80374 -2.87422 0.36148
22 C 6.68012 -1.80104 0.34700
23 C -2.29637 -1.90993 2.65285
24 C 0.29371 1.19188 0.74174
25 H 2.77295 0.00970 -2.44741
26 S -3.63780 2.06612 0.30100
27 H -6.48514 -1.87238 0.05547
28 C 6.22003 -0.54678 -0.00371
29 H -2.82934 -2.13966 -2.13157
30 C 2.55975 -1.24828 -0.70738
31 C 0.13028 3.10537 -0.70744
32 C 4.00761 -1.42503 -0.34179
33 O 3.02262 3.11758 0.35777
34 C 2.33584 0.07300 -1.44214
35 C -5.55731 -1.41833 -0.25377
36 H -2.65707 0.42722 1.95333
37 C -4.68117 -2.11880 -1.06527
38 H 4.83032 1.28084 -1.73196
39 H 3.79185 -3.51568 0.02720
40 O -0.25436 -1.53592 1.43651
41 H 1.27089 0.28571 -1.54078
42 H -1.88745 -2.89814 2.84061
43 C -3.15502 -0.28828 -1.09649
44 C -4.01048 0.42022 -0.26227
45 H 1.94863 -1.27982 0.19863
46 C -1.29860 -1.09820 1.85997
47 H -5.87457 0.42416 0.78794
48 C -1.85772 2.09079 0.17489
49 H 6.15385 -3.85752 0.63824
50 H -2.23071 0.15512 -1.43405
51 H 2.23358 -2.07721 -1.33890

Values from the calculation:
**HOMO energy**: -8.56 eV
**SMILES**: CC(=O)Nc1cc(C(=O)N2CCc3ccccc3C2)ccc1Sc1ccc(F)cc1
**LUMO energy**: 0.5 eV
**Kohn-Sham gap**: 9.11 eV

Molecular formula: C24H21N3O5
Method: DFT, ωB97M-V/def2-TZVPD

Element x y z (Å)
1 C 1.74945 2.26976 3.92815
2 O 3.05654 2.76712 1.28357
3 H 3.83988 5.82707 0.29632
4 H -6.54679 -3.43313 -5.62768
5 C 0.78165 -3.39013 -0.47836
6 N -1.15889 -0.10468 0.13591
7 H -0.18296 -0.82711 5.35416
8 C 0.34813 0.02755 4.96740
9 H 3.50578 0.92607 0.43066
10 C -0.48509 -3.29514 -1.28660
11 H 0.16258 1.21051 6.72545
12 H 1.63153 -3.16697 -1.14186
13 H 2.59036 5.29841 1.43336
14 O 0.78625 -0.97548 2.77587
15 C 1.48946 -1.36172 0.47401
16 C -4.41865 -1.62036 -3.02456
17 C 4.84244 3.32172 -0.29896
18 C -6.32565 -1.69222 -4.40736
19 C 3.48754 3.69785 0.30511
20 H 2.28582 3.11105 3.52303
21 C 3.55781 5.05270 1.00382
22 H 1.98044 1.65388 -0.08922
23 H -5.88570 -0.04541 -3.09107
24 C 1.55887 1.12909 3.14488
25 C 1.42604 -0.52895 1.65893
26 N -2.83282 -3.23874 -2.90197
27 H 5.17299 4.10531 -0.97523
28 C 1.91929 0.74616 1.81932
29 C 0.86019 0.02177 3.67689
30 C -4.00899 -2.88441 -3.51055
31 H 0.87934 -4.41310 -0.10311
32 H -3.42007 -0.39996 -1.57779
33 C 0.54791 1.16705 5.71770
34 C -5.92879 -2.94008 -4.89236
35 H 5.57792 3.20419 0.49347
36 C 2.64818 1.52247 0.77888
37 H -4.46571 -4.51837 -4.83117
38 C -1.34980 -2.23732 -1.24928
39 O 0.81671 -2.52302 0.63328
40 O -0.68174 -4.34282 -2.06372
41 H 4.77597 2.39119 -0.85719
42 H -1.53539 -4.20327 -2.58750
43 H -7.23853 -1.25131 -4.77836
44 H 4.29311 5.01358 1.80313
45 H 2.73543 3.74007 -0.50242
46 N -3.45544 -1.24767 -2.11987
47 C -2.53260 -2.25117 -2.08631
48 C -4.77354 -3.55507 -4.45775
49 O 2.07508 -1.06484 -0.54255
50 C -5.57985 -1.01002 -3.46640
51 C 1.23894 2.27026 5.20534
52 C -1.18545 -1.09125 -0.45261
53 H 1.37078 3.13889 5.83321

Values from the calculation:
**HOMO energy**: -8.38 eV
**SMILES**: CC(C)OCc1c(C(=O)OC/C(O)=C(\C#N)c2nc3ccccc3[nH]2)oc2ccccc12
**LUMO energy**: 0.3 eV
**Kohn-Sham gap**: 8.64 eV

Molecular formula: C24H21N7O3SV
Method: DFT, ωB97M-V/def2-TZVPD

Element x y z (Å)
1 H -0.16053 -3.34491 -4.73221
2 H 4.94025 -4.05603 -1.27065
3 C 3.22739 -1.99253 -1.61362
4 S -0.74057 1.11360 1.83408
5 C -3.36079 0.93699 2.47332
6 C 1.41291 2.90419 -1.99850
7 H 3.58552 -2.60071 -2.43314
8 C -1.53024 -1.21837 -2.44884
9 C 1.28703 4.58501 -0.34549
10 C -0.98052 -3.37583 -1.44394
11 H -2.94840 3.22821 5.55691
12 C -4.32935 2.07132 4.37066
13 H -1.05020 -1.05725 -4.54371
14 C 0.07232 2.71503 -0.15614
15 C 5.40043 -2.28745 -0.30177
16 N 5.67090 -3.46012 -0.92443
17 H 1.79408 0.23443 1.11679
18 C -1.96423 2.28971 3.91916
19 H 2.52251 4.73824 -2.11098
20 C -1.50933 -2.08894 -1.34519
21 H -2.77801 0.32286 -1.62493
22 H -6.30547 1.97241 4.94288
23 C 2.22669 -0.39737 0.35215
24 C 3.49459 -0.91595 0.49938
25 H -0.96795 -4.02538 -0.57893
26 N -0.85619 1.84480 0.39480
27 H -5.42621 0.82587 2.98826
28 N 0.54044 2.17919 -1.29498
29 H 6.57673 -3.86963 -0.76306
30 C -3.06086 2.58890 4.69051
31 C 4.00215 -1.74646 -0.49001
32 O 6.20448 -1.66108 0.35055
33 C -4.45831 1.23733 3.24409
34 C -0.47701 -3.81875 -2.65335
35 H -5.31282 2.92953 5.96390
36 H -0.99111 2.68714 4.17268
37 H 1.78405 2.47027 -2.91843
38 N 1.47158 -0.64544 -0.73331
39 H -1.98628 -1.79722 -0.41000
40 H -3.46959 0.28434 1.61693
41 V -0.43081 0.25658 -0.74019
42 H -1.86393 0.79018 -3.11617
43 C 1.97357 -1.42155 -1.70226
44 C 0.15025 -5.10908 -2.74954
45 N 0.40575 3.88220 0.35918
46 N -5.40740 2.37662 5.13236
47 H 1.57360 5.54437 0.06898
48 C -0.52581 -2.97791 -3.78201
49 C -1.01703 -1.70140 -3.67380
50 H 4.09340 -0.68604 1.36908
51 N 0.69192 -6.11723 -2.85037
52 C -2.11417 1.46099 2.80957
53 C 1.81804 4.14158 -1.55202
54 C -1.87242 0.17609 -2.22147
55 O 0.46077 1.45543 2.53466
56 H 1.35531 -1.58153 -2.57340
57 O -0.84118 -0.28925 1.33595

Values from the calculation:
**HOMO energy (spin up / spin down)**: -10.94 / -10.95 eV
**⟨S²⟩**: 2.04
**LUMO energy (spin up / spin down)**: -3.2 / -3.3 eV
**Kohn-Sham gap (spin up / spin down)**: 7.75 / 7.60 eV
**Charge**: +1
**Multiplicity**: 3

Molecular formula: C24H22AsAuF6N3O12S3
Method: DFT, ωB97M-V/def2-TZVPD

Element x y z (Å)
1 C -1.72539 0.18592 5.81766
2 N 2.19257 3.18440 -0.71939
3 As -2.54994 -0.89431 -0.11100
4 O -1.91315 -3.71975 -8.55587
5 H 4.31174 0.93024 5.77014
6 S 2.97636 1.96488 -1.28114
7 C -0.37129 1.30836 4.21535
8 H 2.44160 2.05886 4.67258
9 O -0.07767 2.14850 -0.34756
10 H -2.20277 1.18505 1.20395
11 C 2.65472 2.05762 -3.10486
12 H 0.22808 0.00687 -4.43366
13 H -2.27458 -2.42737 1.81315
14 N -1.68373 -3.97342 -7.39782
15 O -0.59810 0.86597 -8.09932
16 C -0.35899 -2.08129 -4.47312
17 C -0.97392 2.43395 6.21822
18 H -2.18889 1.30977 7.57813
19 H -3.77079 1.20395 0.34552
20 O 2.40308 0.64351 -0.88678
21 C -0.47431 -0.61954 -6.35333
22 C 1.95498 0.37013 3.42064
23 H -0.98973 -4.12317 -4.84695
24 C -0.85179 -3.12652 -5.24194
25 H 0.20221 3.33382 4.66680
26 C -1.66823 -2.23739 0.92360
27 H -3.58510 0.25334 1.84784
28 O 0.04395 0.14263 1.73939
29 H -1.21066 -1.45754 -8.19536
30 C -0.15952 -0.81251 -5.02238
31 H -2.27042 -0.69050 6.13720
32 O 0.83935 -1.65604 -2.41426
33 C -1.67712 1.30821 6.62689
34 H -0.94757 3.31414 6.84335
35 C -1.15297 -2.86853 -6.56726
36 C -1.06363 0.17310 4.59721
37 F 3.23687 1.02202 -3.70279
38 F 1.56969 3.60294 2.65658
39 O 0.36686 4.44448 0.34367
40 H -3.76969 -2.64775 -1.40383
41 C -0.31495 2.44632 5.00023
42 O 0.19414 1.57338 -6.22034
43 H 3.58561 -2.58778 3.45215
44 C 3.73981 0.40428 5.01808
45 C 3.33278 -1.57128 3.71880
46 O -1.56689 -0.37320 -1.40267
47 C 2.27576 -0.93442 3.08146
48 N -0.26494 0.72188 -6.94819
49 O -1.86203 -5.03414 -6.84316
50 H -4.42453 -1.01989 -1.72846
51 C -4.06007 -1.69847 -0.95692
52 C 2.68404 1.04073 4.39361
53 F 2.76628 2.10990 1.67649
54 H -4.84318 -1.86300 -0.21462
55 Au 0.37530 0.15059 -1.07569
56 H -1.59665 -3.14896 0.33302
57 F -0.79632 2.34131 2.14305
58 H 4.89095 -1.39690 5.17761
59 C 4.06515 -0.90353 4.68428
60 C -3.08601 0.60101 0.94211
61 C -0.01096 -2.26606 -3.05477
62 C 1.52212 2.56149 1.83594
63 O 4.37867 2.04053 -1.11633
64 O -0.72937 -3.14732 -2.40768
65 H 1.70821 -1.44710 2.32099
66 F 3.13074 3.18621 -3.59379
67 C -0.97380 -1.62913 -7.15503
68 S 0.88239 3.14590 0.14313
69 H -0.68605 -1.88596 1.22980
70 F 1.33870 1.99449 -3.33345
71 S 0.50570 1.17736 2.65671
72 H -1.07272 -0.70527 3.96434

Values from the calculation:
**HOMO energy (spin up / spin down)**: -11.99 / -11.99 eV
**⟨S²⟩**: 2.01
**LUMO energy (spin up / spin down)**: -3.8 / -7.0 eV
**Kohn-Sham gap (spin up / spin down)**: 8.16 / 5.00 eV
**Charge**: +1
**Multiplicity**: 3